41
Properties=species:S:1:pos:R:3 method="wB97M-V/def2-TZVPD" e_tot_ev=-62519.33463 gap_ev="8.6 / 8.6" largest_force_ev_per_a=0.62 homo_ev="-11.9 / -11.9" relative_energy_kcal_mol=0.0 total_charge=+1 lumo_ev="-3.26 / -3.26"
Co 0.38965 0.24954 -1.79028
C -0.73501 1.97512 -1.75625
C 0.65524 2.32447 -1.84614
C 1.16076 1.76552 -3.02862
C 0.11048 1.03743 -3.67505
C -1.06186 1.23081 -2.90343
H -1.39435 2.22414 -0.94129
H 1.21699 2.89142 -1.12330
H 2.18915 1.82378 -3.34978
H 0.19339 0.45175 -4.57465
H -2.01804 0.77514 -3.10274
O -0.75802 -1.29666 -1.80804
C -0.73377 -2.13428 -2.80203
O -0.00004 -2.09699 -3.75508
H -1.48785 -2.92643 -2.66674
C -2.21167 -1.22596 2.81730
C -2.69388 -0.87777 1.42484
N -1.59559 -0.36868 0.60378
C -0.36911 -0.02971 1.05585
N 0.58332 0.24270 0.17427
C 1.84354 0.76249 0.70094
C 2.22385 0.07304 1.99506
C 1.11920 0.33456 2.99351
N -0.18012 0.04800 2.39258
C -1.31316 -0.10665 3.30180
H -1.64729 -2.16048 2.80643
H -3.06103 -1.35128 3.48729
H -3.48154 -0.12284 1.47907
H -3.11135 -1.75304 0.92766
H -1.59155 -0.67243 -0.36169
H 1.76244 1.84226 0.88464
H 2.62021 0.63074 -0.05090
H 3.16954 0.45660 2.37682
H 2.33268 -0.99993 1.82269
H 1.15130 1.37362 3.33685
H 1.22673 -0.30437 3.87086
H -1.87107 0.83259 3.37867
H -0.90971 -0.32963 4.28784
N 2.82019 -1.54076 -2.16728
C 1.89856 -0.86920 -2.02667
H 3.55876 -2.17863 -2.38879


82
Properties=species:S:1:pos:R:3 method="wB97M-V/def2-TZVPD" e_tot_ev=-67114.44143 multiplicity=3 gap_ev="8.4 / 8.4" largest_force_ev_per_a=3.87 homo_ev="-6.1 / -6.1" s_squared=2.008 total_charge=-1 lumo_ev="2.38 / 2.33"
C 0.06824 1.38046 2.87492
C -0.71229 0.08842 2.90532
O -2.12263 0.23358 3.07145
C -2.75714 1.09783 2.18165
S -2.62589 0.63504 0.42025
O -2.93159 -0.76433 0.39960
O -3.62003 1.36798 -0.30965
N -1.12538 0.85028 -0.14148
S -0.98857 1.93413 -1.32829
O 0.40064 2.12646 -1.59659
O -1.67965 1.54512 -2.50668
C -1.63970 3.54872 -0.87811
C -1.14313 4.05682 0.44490
O -1.81253 4.14487 1.39842
H 1.13084 1.16910 2.92153
H -0.07894 1.94507 1.96495
H -0.22810 2.03394 3.69181
H -0.51728 -0.55630 2.05041
H -0.37254 -0.46236 3.77883
H -3.81843 1.01161 2.38148
H -2.51379 2.14643 2.33626
H -1.27366 4.22982 -1.63978
H -2.71909 3.57513 -0.86849
H -0.09675 4.40591 0.52275
C 5.82644 5.98337 0.16484
C 4.35771 5.65036 0.49174
C 4.23480 5.25069 1.96442
C 4.78163 3.85691 2.25608
C 4.12270 2.82497 1.34330
C 4.23102 3.17551 -0.14217
N 3.84441 4.59241 -0.42550
O 2.56059 4.67282 -0.44930
C 5.67702 2.90674 -0.62161
C 3.37464 2.18946 -0.94018
C 3.62661 6.97528 0.28436
H 6.18432 6.78485 0.81335
H 6.51435 5.15446 0.30796
H 5.92449 6.32355 -0.86762
H 3.18192 5.27968 2.26448
H 4.74918 5.98469 2.58987
H 5.86941 3.84052 2.13487
H 4.58983 3.59747 3.30005
H 4.56270 1.84164 1.52110
H 3.06638 2.74271 1.62040
H 5.86216 3.38230 -1.58621
H 5.84025 1.83716 -0.74896
H 6.44011 3.23633 0.08379
H 2.33635 2.18575 -0.62606
H 3.74820 1.17479 -0.79683
H 3.40677 2.41286 -2.00757
H 3.64416 7.27624 -0.76442
H 4.11021 7.76034 0.86725
H 2.58845 6.93140 0.60977
C -3.78579 -7.27776 -2.74239
C -2.92704 -7.01892 -1.48951
C -3.78988 -7.16652 -0.23372
C -4.74242 -5.99436 -0.01881
C -3.97340 -4.67445 -0.01168
C -3.10533 -4.47458 -1.25497
N -2.27288 -5.68182 -1.57137
O -1.24521 -5.69329 -0.79708
C -4.01084 -4.11678 -2.45475
C -2.24552 -3.22955 -1.05259
C -1.89940 -8.14911 -1.50981
H -4.23127 -8.27323 -2.69480
H -4.61398 -6.58552 -2.86541
H -3.17490 -7.23063 -3.64568
H -3.14312 -7.25390 0.64589
H -4.36001 -8.09804 -0.28546
H -5.51592 -5.98517 -0.79305
H -5.26744 -6.11686 0.93190
H -4.67065 -3.84102 0.08445
H -3.34047 -4.64789 0.88125
H -3.46999 -4.22266 -3.39666
H -4.33953 -3.08101 -2.38257
H -4.92377 -4.71110 -2.50545
H -1.62840 -3.28982 -0.15882
H -2.87654 -2.35157 -0.93076
H -1.59328 -3.05760 -1.91181
H -1.22685 -8.05616 -2.36425
H -2.40810 -9.11129 -1.58596
H -1.29747 -8.17840 -0.60279


13
Properties=species:S:1:pos:R:3 method="wB97M-V/def2-TZVPD" e_tot_ev=-7231.85907 gap_ev=10.1 largest_force_ev_per_a=1.69 homo_ev=-15.1 relative_energy_kcal_mol=89.5 smiles="C=[N+](C)[C@@H]1C=N1" total_charge=+1 lumo_ev=-5.01
C -0.07807 -1.46277 -0.01736
N -0.07092 -0.20082 -0.19571
C 1.26623 0.52357 -0.23411
C -1.35992 0.49156 -0.34987
C -2.48860 0.32234 0.58158
N -2.75654 -0.22102 -0.50352
H -1.01477 -2.00443 -0.00739
H 0.83488 -2.02304 0.11554
H 1.42018 0.90990 -1.24099
H 1.23100 1.35797 0.46330
H 2.04762 -0.17989 0.03001
H -1.24529 1.43434 -0.86949
H -2.84689 0.54604 1.56100


22
Properties=species:S:1:pos:R:3 method="wB97M-V/def2-TZVPD" e_tot_ev=-251105.34004 multiplicity=2 gap_ev="6.4 / 4.4" largest_force_ev_per_a=2.59 homo_ev="-7.9 / -7.9" s_squared=0.797 total_charge=0 lumo_ev="-1.50 / -3.47"
Ag -7.25466 -10.44391 5.23214
Br -11.44272 -7.34729 5.61338
C -9.69135 -6.84494 5.29107
C -9.42428 -5.50581 4.99519
C -8.12882 -5.11241 4.64359
Br -7.90787 -3.29528 4.22833
C -7.04452 -6.04033 4.58541
C -5.70306 -5.68144 4.21193
C -4.76585 -6.69549 4.04824
C -5.14384 -8.04376 4.31414
N -6.33942 -8.36280 4.81054
C -7.29821 -7.41491 4.92035
C -8.61781 -7.82005 5.37917
O -8.84873 -8.98343 5.85749
H -10.20359 -4.74886 5.09835
H -5.42826 -4.61250 4.14204
H -3.76385 -6.50883 3.66884
H -4.45448 -8.85112 4.17337
Cl -9.36321 -12.41197 2.42879
Ge -7.38356 -11.98578 3.21820
Cl -6.28404 -10.95135 1.63095
Cl -6.43625 -13.93891 3.56392


10
Properties=species:S:1:pos:R:3 method="wB97M-V/def2-TZVPD" e_tot_ev=-100633.33270 gap_ev="7.6 / 7.6" largest_force_ev_per_a=3.92 homo_ev="-10.7 / -10.7" relative_energy_kcal_mol=66.6 total_charge=0 lumo_ev="-3.12 / -3.12"
C -0.14285 -1.07060 -0.09467
C -1.00331 -0.07159 -0.46860
C 1.08533 -0.31391 0.17698
O 0.56469 2.04999 -1.29308
O -0.11921 1.96441 1.11064
S 0.12011 1.24201 -0.13794
Cl -0.33183 -2.78608 -0.08770
Br -3.56193 -0.34891 0.03577
H 1.41368 -0.01533 1.13487
H 1.97532 -0.65002 -0.37627


55
Properties=species:S:1:pos:R:3 method="wB97M-V/def2-TZVPD" e_tot_ev=-41642.81983 gap_ev=8.9 largest_force_ev_per_a=1.75 homo_ev=-8.3 relative_energy_kcal_mol=38.7 smiles="CCC(=O)N(c1ccccc1)C1CCN(CCc2ccc(N=C=S)cc2)CC1" total_charge=0 lumo_ev=0.53
C -4.19449 -3.68927 -0.67251
C -3.42585 -3.10283 0.51006
C -3.35070 -1.58901 0.39123
O -4.35481 -0.90574 0.45716
N -2.11408 -1.04542 0.24872
C -0.93335 -1.79844 0.02708
C 0.07364 -1.80292 0.98642
C 1.24456 -2.50188 0.75814
C 1.42510 -3.19096 -0.42984
C 0.43037 -3.17602 -1.39307
C -0.74423 -2.47968 -1.16990
C -1.92360 0.40305 0.24240
C -2.56072 1.05960 -0.98760
C -2.51301 2.58635 -0.80812
N -1.49460 2.91248 0.16865
C -0.92332 4.23413 0.05810
C 0.21154 4.23283 -0.98538
C 1.18537 3.14088 -0.65676
C 1.06275 1.88527 -1.24188
C 1.90680 0.84824 -0.90001
C 2.90801 1.06484 0.04705
N 3.77674 0.07859 0.40570
C 4.22182 -1.01871 0.25703
S 4.97546 -2.38051 0.26118
C 3.04103 2.31682 0.64412
C 2.18225 3.33835 0.29167
C -1.90884 2.53380 1.50426
C -2.46242 1.10142 1.49045
H -3.64109 -3.55589 -1.59940
H -5.15494 -3.18869 -0.76813
H -4.36555 -4.75281 -0.52392
H -3.98205 -3.31274 1.42681
H -2.43611 -3.55052 0.59112
H -0.07130 -1.26280 1.90993
H 2.01851 -2.51173 1.51086
H 2.34154 -3.73355 -0.60467
H 0.57132 -3.70404 -2.32461
H -1.52023 -2.45610 -1.92023
H -0.84267 0.57042 0.20426
H -2.01729 0.75224 -1.88286
H -3.59200 0.72171 -1.07692
H -3.50059 2.96235 -0.49062
H -2.26669 3.06904 -1.75469
H -1.67045 5.00000 -0.20815
H -0.49889 4.50392 1.02807
H -0.20586 4.07023 -1.97930
H 0.70306 5.20690 -0.97094
H 0.29342 1.71801 -1.97951
H 1.80404 -0.12772 -1.35195
H 3.81918 2.47349 1.37544
H 2.29050 4.30711 0.75779
H -2.66908 3.22316 1.91426
H -1.02315 2.58722 2.14524
H -2.15536 0.56750 2.39046
H -3.55085 1.09823 1.45390


16
Properties=species:S:1:pos:R:3 method="wB97M-V/def2-TZVPD" e_tot_ev=-31958.00301 gap_ev=6.1 largest_force_ev_per_a=6.75 homo_ev=-7.2 relative_energy_kcal_mol=42.0 total_charge=0 lumo_ev=-1.10
C 0.18860 -0.59670 -1.73212
C -0.88270 0.21093 -1.02218
C -0.48526 0.19375 0.36253
C 1.68840 2.06546 -0.31916
N 0.92086 -1.10056 -0.71530
N 0.50291 -0.70546 0.47479
O 0.40103 -0.65621 -2.88123
O -0.97111 0.97700 1.24745
F 1.77450 3.32766 0.24201
F 2.41297 1.23288 0.52526
F 2.48638 2.13019 -1.44250
Cl -0.95220 1.80949 -1.69006
H -1.86671 -0.10988 -1.41935
H 1.80657 -1.64183 -0.62777
H 1.33885 -0.40036 1.15731
H -1.76346 1.41983 0.94590


55
Properties=species:S:1:pos:R:3 method="wB97M-V/def2-TZVPD" e_tot_ev=-55358.73200 multiplicity=5 gap_ev="7.3 / 5.7" largest_force_ev_per_a=0.59 homo_ev="-14.1 / -14.3" s_squared=6.028 relative_energy_kcal_mol=11.7 total_charge=+2 lumo_ev="-6.78 / -8.65"
Ru -1.84338 0.81160 -0.53564
I -0.13415 2.32054 -2.14659
C 1.88405 1.68588 -2.09705
C 2.58043 2.26573 -3.12556
C 3.97979 2.15517 -3.19513
C 4.63311 1.50280 -2.19581
C 3.92802 0.88765 -1.13308
C 4.68631 0.23117 -0.13349
C 4.08319 -0.41826 0.90150
C 2.68460 -0.47159 0.92753
C 1.89219 0.16329 -0.00956
P 0.17222 -0.35261 0.17722
C 0.17019 -2.13933 -0.02235
C -0.08493 -3.02992 1.01562
C -0.03677 -4.39606 0.77207
C 0.27162 -4.86958 -0.49360
C 0.54028 -3.98045 -1.52906
C 0.48743 -2.61840 -1.29677
C -0.43796 0.10909 1.80879
C -1.72231 -0.34534 2.16380
C -2.38651 0.21981 3.24539
C -1.78358 1.23265 3.97447
C -0.51242 1.68495 3.63130
C 0.15652 1.14109 2.54503
C 2.50136 0.91828 -1.06507
H 2.06859 2.83885 -3.88731
H 4.51266 2.61688 -4.01381
H 5.71298 1.43259 -2.19737
H 5.76542 0.25405 -0.21499
H 4.65955 -0.92098 1.66489
H 2.21899 -1.07175 1.70225
H -0.29980 -2.67838 2.01594
H -0.23359 -5.08963 1.57821
H 0.31258 -5.93505 -0.67500
H 0.79618 -4.35161 -2.51217
H 0.71634 -1.93078 -2.10601
H -2.19409 -1.15631 1.61956
H -3.37002 -0.13871 3.51785
H -2.29820 1.66812 4.82059
H -0.04008 2.46284 4.21669
H 1.13798 1.50791 2.27348
N -2.10154 2.62853 0.78035
N -3.45995 2.70742 1.14717
C -4.37165 1.91385 0.44735
O -5.54944 2.04626 0.49718
O -3.75618 0.95655 -0.29263
H -1.53754 2.46735 1.61797
H -1.78856 3.49888 0.35605
H -3.79987 3.59999 1.47550
C -3.24756 -0.45273 -3.08394
C -2.70512 -0.77771 -1.73867
O -2.72503 -1.70164 -1.02746
H -3.71770 -1.34688 -3.49266
H -2.43528 -0.10226 -3.72003
H -3.97936 0.34619 -2.95292


10
Properties=species:S:1:pos:R:3 method="wB97M-V/def2-TZVPD" e_tot_ev=-17524.35533 gap_ev=9.5 largest_force_ev_per_a=6.97 homo_ev=-10.7 relative_energy_kcal_mol=52.2 smiles="N#C[Si@H](N)[N+](=O)[O-]" total_charge=0 lumo_ev=-1.21
N 1.61924 -1.48709 -2.07743
C 1.08591 -1.16211 -1.10091
Si 0.10537 -0.56023 0.41399
N -1.95459 -0.04623 -0.19277
N 0.88095 1.05746 0.75662
O 0.43273 1.63964 1.79509
O 1.67567 1.49022 -0.03333
H 0.43443 -1.24555 1.76582
H -2.30774 -0.56583 -0.92762
H -1.97198 0.87972 -0.39946


20
Properties=species:S:1:pos:R:3 method="wB97M-V/def2-TZVPD" e_tot_ev=-30003.56117 gap_ev=9.7 largest_force_ev_per_a=1.50 homo_ev=-9.1 relative_energy_kcal_mol=2.4 smiles=NC[C@H](N)CSS.O total_charge=0 lumo_ev=0.58
N -1.75353 -0.72712 0.31621
C -0.60386 -0.55370 -0.60719
C 0.70730 -0.98060 0.10208
N 0.87381 -0.55509 1.48721
C 1.95810 -0.58088 -0.67753
S 2.43741 1.20237 -0.42956
S 1.40611 2.20381 -1.86471
H -1.41465 -0.97829 1.22944
H -2.50620 -1.29401 -0.03804
H -0.67283 -1.16732 -1.49540
H -0.66212 0.50419 -0.86833
H 0.65887 -2.07578 0.09568
H 0.69902 0.43342 1.58176
H 0.42646 -1.15384 2.13789
H 2.81918 -1.23474 -0.54131
H 1.81011 -0.61539 -1.76134
H 2.33855 2.17038 -2.84757
O -2.76550 1.79950 1.75130
H -3.54663 2.19981 1.34413
H -2.20957 1.40331 1.08527


9
Properties=species:S:1:pos:R:3 method="wB97M-V/def2-TZVPD" e_tot_ev=-15975.02780 gap_ev=9.9 largest_force_ev_per_a=4.69 homo_ev=-9.0 relative_energy_kcal_mol=33.6 total_charge=0 lumo_ev=0.92
C -2.99801 -0.65015 0.59903
N 0.75726 1.09088 -0.41411
O 0.29946 -1.01216 0.66252
O -4.12508 -0.61550 0.30457
P 0.07707 -0.38534 -0.81388
H -1.31348 -0.29293 -0.53526
H 0.91640 -1.65506 0.68582
H 0.25424 1.81736 0.22233
H 1.45236 1.59909 -1.00100


20
Properties=species:S:1:pos:R:3 method="wB97M-V/def2-TZVPD" e_tot_ev=-9942.28051 multiplicity=3 gap_ev="6.8 / 9.0" largest_force_ev_per_a=4.52 homo_ev="-9.5 / -14.9" s_squared=2.007 relative_energy_kcal_mol=3.6 total_charge=+1 lumo_ev="-2.65 / -5.93"
C -1.70764 -1.54791 0.91777
C -0.74788 -1.04098 0.17605
C 3.01555 0.01111 -0.16184
C 4.11977 -0.62817 -0.26560
C -1.86044 0.63627 -1.19774
C -0.72555 1.31939 0.85048
N -0.74341 0.35974 -0.27389
O 1.97259 0.55039 -0.12092
H -2.56440 -0.98318 1.25122
H -1.67402 -2.57432 1.22961
H 4.37355 -1.43502 0.39460
H 0.10968 -1.61030 -0.14233
H 4.85555 -0.36343 -1.00073
H -2.79177 0.70609 -0.63840
H -1.69150 1.57539 -1.71961
H -1.95261 -0.16554 -1.92725
H -0.73983 2.33613 0.46182
H -1.58939 1.17082 1.49504
H 0.18443 1.18319 1.43127
H 0.15729 0.50032 -0.75956